Record 1
64
Properties=species:S:1:pos:R:3:forces:R:3 method="wB97M-V/def2-TZVPD" charge=+1 energy_ev=-50213.7262 gap_ev=6.48 spin_multiplicity=1 e_lumo_ev=-3.79 homo_energy_ev=-10.268 fmax_ev_per_a=0.572
Y -0.155 -0.617 -0.533 -0.1 0.5 -0.3
O 2.717 1.840 -2.365 0.0 0.0 0.0
O -1.949 2.772 -2.480 0.0 0.1 -0.1
O -0.117 -0.140 -3.235 -0.1 -0.1 0.0
O -1.939 0.846 -1.359 0.2 -0.1 0.1
O 0.839 1.249 -1.271 -0.1 -0.3 0.1
N 0.643 -2.843 -1.428 -0.1 0.2 0.2
N -1.274 -0.208 1.443 0.1 -0.1 -0.1
N -1.986 -2.260 -1.127 0.2 0.1 0.1
N 1.642 -0.612 1.017 -0.2 0.0 -0.2
N 1.857 7.694 4.335 0.0 0.0 0.0
C 1.306 5.079 2.091 0.0 0.0 0.0
C -1.662 -3.543 -1.344 -0.1 0.0 0.0
C 3.808 0.023 1.346 0.1 0.0 0.0
C 0.552 1.398 1.979 0.0 0.0 0.1
C -4.296 -2.806 -1.392 0.0 0.0 0.0
C -0.800 1.003 1.956 0.0 0.0 0.2
C -1.651 1.505 -2.348 -0.1 -0.1 0.0
C 1.949 -3.102 -1.539 0.0 0.0 0.0
C -2.963 0.832 2.548 0.0 0.0 0.0
C -2.558 -0.287 1.809 0.0 0.0 -0.1
C -0.213 -3.876 -1.333 0.1 0.0 0.0
C 0.827 2.763 2.516 0.0 0.0 0.0
C -2.631 -4.501 -1.609 0.0 0.0 0.0
C -3.964 -4.129 -1.628 0.0 0.0 0.0
C 2.471 -4.382 -1.517 0.0 0.0 0.0
C 1.251 0.279 -3.394 0.0 0.0 0.1
C 1.598 -5.440 -1.336 0.0 0.0 0.0
C 2.919 -0.967 0.884 0.0 0.0 0.0
C 1.669 0.664 1.596 0.0 0.0 0.0
C -1.859 1.660 2.627 0.0 0.0 -0.1
C -1.023 0.893 -3.579 0.0 0.0 0.0
C 3.022 1.060 1.782 -0.1 0.0 0.0
C 1.641 6.634 3.950 0.0 0.1 0.0
C 1.163 4.265 4.361 0.0 0.1 0.0
C 1.680 1.232 -2.262 0.1 0.0 -0.1
C 1.365 5.311 3.463 0.0 -0.1 0.0
C 0.239 -5.184 -1.245 0.0 0.0 -0.1
C -3.274 -1.906 -1.150 0.0 0.0 0.0
C 0.894 2.994 3.885 0.0 0.0 0.0
C 1.039 3.805 1.620 0.0 0.0 0.0
H -1.840 0.459 -4.162 0.0 0.0 0.0
H -0.455 -5.998 -1.102 0.0 0.0 0.0
H 1.477 5.896 1.402 0.0 0.0 0.0
H -3.157 -1.144 1.536 0.0 0.0 0.0
H -2.356 -5.524 -1.819 0.0 0.0 0.0
H 1.858 -0.627 -3.363 0.0 0.0 0.0
H 1.966 -6.455 -1.273 0.0 0.0 0.0
H -2.389 3.097 -1.676 0.0 0.0 0.1
H 3.536 -4.537 -1.618 0.0 0.0 0.0
H 3.186 -1.937 0.491 0.0 0.0 0.0
H 1.402 0.750 -4.364 0.0 0.0 0.0
H -1.788 2.606 3.138 0.0 0.0 0.0
H -5.323 -2.470 -1.398 0.0 0.0 0.0
H -0.546 1.668 -4.179 0.0 0.0 0.0
H 1.220 4.454 5.424 0.0 0.0 0.0
H 3.348 1.994 2.209 0.0 0.0 0.0
H 4.883 -0.040 1.354 0.0 0.0 0.0
H 2.603 -2.244 -1.647 0.0 0.0 0.0
H 0.738 2.175 4.576 0.0 0.0 0.0
H 1.016 3.605 0.556 0.0 0.0 0.0
H -4.732 -4.862 -1.833 0.0 0.0 0.0
H -3.937 0.996 2.978 0.0 0.0 0.0
H -3.485 -0.861 -0.966 0.0 0.0 0.0


Record 2
102
Properties=species:S:1:pos:R:3:forces:R:3 method="wB97M-V/def2-TZVPD" charge=+1 energy_ev=-146220.9670 gap_ev=6.87 spin_multiplicity=1 e_lumo_ev=-3.73 homo_energy_ev=-10.604 fmax_ev_per_a=3.114
I -2.563 -3.573 0.546 0.0 0.1 0.1
S 3.541 1.690 6.779 0.0 -0.3 0.2
S -2.136 -0.682 -9.180 0.0 0.0 0.2
S -3.527 -6.184 -2.350 -0.1 -0.3 0.0
P 2.925 -2.117 3.308 -0.3 -1.3 0.2
P 2.305 2.020 -1.177 0.4 -0.8 -0.6
P 1.317 -0.674 3.515 0.5 0.9 1.2
O 3.501 3.088 -0.762 -0.4 0.1 0.4
O 3.800 1.992 5.413 0.1 0.1 -0.1
O 2.543 0.444 6.859 0.1 0.1 0.2
O -2.915 -0.503 -7.794 0.1 0.2 0.0
O 2.579 -3.215 4.208 -0.3 0.2 0.1
O -2.177 0.552 -9.875 -0.1 0.0 -0.1
O -3.711 -7.058 -1.028 0.2 -0.1 -0.1
O -0.398 -1.502 -3.596 0.0 0.5 -0.5
O 0.165 -3.002 1.442 0.7 -0.1 0.0
O -2.538 -1.894 -9.794 0.0 0.0 -0.1
O 3.210 -2.588 1.805 0.3 0.5 0.3
O 4.824 0.965 7.378 0.0 -0.1 -0.3
O 4.196 -1.298 3.837 -0.1 0.1 -0.8
O -0.604 -1.191 -1.384 0.5 0.1 0.5
O -2.143 -5.896 -2.501 0.0 0.2 0.1
O 3.088 2.691 7.671 -0.1 0.1 -0.1
O -1.523 1.734 -2.265 0.5 -0.2 -0.4
O -4.493 -5.146 -2.363 0.1 0.2 -0.1
O 0.385 2.961 0.739 0.5 0.0 -0.2
O -1.326 1.267 -0.069 0.4 0.7 -0.7
O -3.956 -7.298 -3.399 -0.2 0.1 0.1
O -0.676 -0.897 -8.559 -0.1 -0.2 0.1
N 3.089 0.336 1.085 -0.3 -0.2 0.2
N 0.965 0.069 1.939 -0.1 0.2 -0.5
C 1.370 2.912 -2.470 0.3 0.1 0.5
C -2.090 -0.953 -6.710 0.1 -0.4 0.1
C -1.140 -0.999 1.473 -0.7 0.6 -0.7
C 0.166 -3.359 -2.226 0.1 0.4 0.2
C 3.266 -0.754 7.199 0.2 -0.2 -0.2
C -0.018 -0.081 1.133 -0.1 -0.5 0.7
C 4.435 -0.261 8.024 -0.2 0.0 0.4
C 0.395 -0.169 -1.245 -1.0 0.2 -0.7
C -3.901 4.369 0.909 0.0 0.0 -0.2
C 0.699 5.194 -0.292 1.0 -0.4 -0.3
C -0.865 -2.465 1.242 -0.5 -0.5 -0.2
C -3.680 5.248 -1.316 -0.2 0.1 0.3
C 1.042 4.233 0.842 -0.6 0.7 0.6
C -4.082 -8.576 -2.753 0.3 -0.3 0.1
C 1.926 1.127 1.471 0.8 -0.4 0.2
C -4.199 5.356 -0.026 0.4 -0.5 -0.1
C -0.285 -1.963 -2.509 -0.3 -0.5 -0.1
C -0.684 -0.617 -7.153 0.1 0.3 0.2
C -3.100 3.290 0.558 -0.1 0.2 0.0
C -0.002 0.813 -0.125 0.6 -2.0 2.3
C 1.135 1.858 0.324 -0.4 0.6 -1.3
C -2.588 3.181 -0.737 -0.4 0.2 0.6
C -4.480 -8.237 -1.332 -0.4 0.0 -0.1
C 1.444 2.680 3.503 -0.7 0.1 0.0
C -2.885 4.171 -1.673 -0.1 0.0 0.0
C 2.451 1.980 2.625 -0.3 -0.6 1.7
C 0.103 2.420 3.596 0.5 -0.2 0.2
C -1.770 2.027 -1.137 -0.5 0.4 -0.1
H -0.461 0.443 -7.011 0.0 0.0 0.0
H 2.620 -1.434 7.747 -0.2 0.2 0.0
H 4.140 -0.031 9.049 0.0 0.0 0.0
H 1.349 2.273 -3.347 -0.2 -0.1 -0.1
H 1.552 5.262 -0.966 0.0 0.1 -0.2
H 4.323 2.588 -0.747 0.2 0.2 -0.1
H -5.539 -7.985 -1.259 0.0 0.0 0.0
H -1.990 -0.722 0.860 -0.1 0.1 0.0
H 3.104 2.756 2.233 0.0 0.1 -0.2
H -3.115 -9.078 -2.792 0.0 0.0 0.0
H -0.657 3.136 3.299 0.0 0.8 1.7
H -2.908 2.532 1.302 0.2 -0.1 0.0
H -2.370 -0.450 -5.789 -0.2 0.1 -0.1
H -1.445 -0.846 2.508 0.0 -0.1 0.1
H 0.774 -3.706 -3.054 -0.1 -0.1 -0.2
H 0.253 -1.536 3.798 -0.1 -0.3 -0.8
H 3.101 1.363 3.251 0.2 -0.1 -0.2
H -0.708 -3.999 -2.131 0.0 -0.1 0.1
H 3.599 -1.232 6.276 0.0 0.0 0.1
H 3.893 0.913 0.891 0.0 0.0 -0.1
H 5.005 -1.519 3.360 0.2 0.2 0.3
H -2.226 -2.030 -6.594 0.0 0.0 0.0
H 0.653 4.678 1.757 0.0 -0.2 0.2
H -0.133 4.830 -0.884 -0.4 0.2 0.2
H 0.449 0.344 -2.201 0.3 0.1 0.0
H 1.944 3.798 -2.728 0.0 0.2 0.0
H 0.537 6.195 0.092 -0.3 0.1 0.0
H -4.310 4.429 1.906 0.0 0.0 0.1
H 2.900 -0.310 0.332 0.1 0.2 -0.3
H 5.268 -0.957 8.034 0.1 0.1 -0.1
H -4.244 -9.027 -0.625 0.2 0.1 0.1
H 0.067 -1.217 -6.648 0.0 -0.1 -0.2
H -4.836 6.184 0.242 0.0 0.1 0.0
H 4.105 -2.348 1.536 -0.1 -0.1 -0.4
H -4.826 -9.179 -3.265 -0.1 0.2 -0.1
H -2.508 4.094 -2.682 0.1 -0.1 -0.1
H 2.114 4.152 0.990 0.1 -0.2 -0.2
H 0.372 3.182 -2.154 -0.1 0.1 -0.2
H 0.756 -3.377 -1.313 -0.1 -0.2 0.2
H 1.860 3.480 4.112 -0.2 1.2 -1.4
H 1.332 -0.669 -1.004 0.2 0.2 0.1
H -3.938 6.011 -2.034 0.1 0.0 -0.2
H -0.268 1.493 4.031 -0.1 -0.8 -1.7


Record 3
75
Properties=species:S:1:pos:R:3:forces:R:3 method="wB97M-V/def2-TZVPD" smiles=CCCO[C@@H](COCS)OC.COCCOC.COCCOC.COCCOC energy_ev=-49706.3299 gap_ev=9.67 spin_multiplicity=1 e_lumo_ev=0.63 homo_energy_ev=-9.038 fmax_ev_per_a=0.827
S -1.146 -4.170 6.044 -0.1 0.2 0.2
O -2.929 -1.198 1.737 -0.2 -0.2 -0.1
O 3.434 2.895 2.074 0.1 0.0 0.1
O -1.454 -2.971 3.803 0.3 0.1 -0.3
O 4.676 2.834 4.732 0.0 0.1 -0.1
O -1.491 3.517 -5.318 0.1 0.0 -0.1
O 2.109 -0.563 -1.059 -0.1 0.0 -0.1
O -0.335 1.057 -1.297 0.1 -0.1 0.0
O 1.408 2.991 -5.366 -0.1 0.1 0.0
O -2.882 -3.091 0.488 0.1 0.0 0.0
C 1.594 4.333 -5.778 0.1 -0.1 0.0
C 2.062 0.848 -0.895 0.1 -0.2 0.2
C 0.717 1.314 -0.378 -0.1 0.3 -0.1
C 3.736 1.704 2.790 -0.3 0.1 -0.1
C -4.606 -6.384 0.355 -0.2 0.3 0.3
C 4.187 4.149 4.935 0.0 0.0 0.0
C 0.581 2.860 -4.217 0.2 -0.2 -0.1
C 4.590 3.574 1.613 -0.1 0.0 -0.1
C -1.346 -2.792 2.382 -0.4 0.1 0.7
C -1.073 -4.254 4.225 -0.3 0.2 0.5
C 1.892 -0.983 -2.394 0.1 0.0 0.0
C -4.083 -5.165 1.107 0.1 -0.5 -0.1
C -0.843 2.496 -4.572 -0.2 0.1 0.1
C -1.067 -0.120 -0.991 -0.1 0.1 0.0
C 3.685 1.922 4.288 0.2 -0.1 0.1
C -1.504 3.278 -6.713 0.0 0.0 0.1
C -4.260 -0.831 1.380 0.5 0.0 0.2
C -2.735 -2.582 1.793 0.1 0.5 0.0
C -2.913 -4.507 0.392 -0.3 0.1 -0.1
H 0.998 2.053 -3.609 0.0 0.0 0.0
H -3.791 -5.504 2.097 0.0 0.2 0.3
H 3.636 4.211 5.880 0.0 0.0 0.0
H 5.046 4.816 4.985 0.0 0.0 0.0
H 2.827 1.111 -0.157 0.0 0.1 0.0
H 2.689 2.261 4.588 0.0 0.0 0.0
H 2.320 4.836 -5.130 0.0 0.0 0.0
H -2.270 2.537 -6.968 0.0 0.0 0.0
H -3.479 -2.996 2.483 -0.1 -0.3 -0.1
H -1.763 0.064 -0.168 0.0 -0.1 0.0
H -3.872 -7.179 0.336 0.1 -0.2 -0.2
H -0.410 -0.950 -0.723 0.0 0.0 0.0
H -4.909 -6.123 -0.652 0.1 0.0 -0.3
H -0.310 -5.171 6.345 0.0 0.0 -0.3
H -0.867 1.549 -5.121 0.0 0.0 0.0
H -1.405 2.362 -3.644 0.0 0.0 0.0
H -0.534 2.930 -7.075 0.0 0.0 0.0
H 0.759 2.396 -0.226 0.0 0.0 0.0
H 2.977 0.963 2.520 0.0 0.0 0.0
H -4.904 -4.467 1.217 -0.1 0.4 0.0
H -0.063 -4.510 3.918 0.2 -0.1 -0.2
H -4.388 0.201 1.676 0.0 0.2 0.1
H -1.635 -0.399 -1.878 0.0 0.0 0.0
H -1.970 -4.946 0.711 0.2 -0.1 0.2
H 4.714 1.315 2.491 0.0 0.0 0.0
H -4.977 -1.446 1.919 -0.2 -0.1 0.0
H -4.401 -0.912 0.308 -0.2 -0.1 -0.2
H -0.832 -3.637 1.942 0.1 -0.2 -0.2
H 3.538 4.472 4.119 0.0 0.0 0.0
H 4.296 4.591 1.360 0.0 0.0 0.0
H 2.792 -0.823 -2.998 0.0 0.0 0.0
H -0.789 -1.879 2.220 0.3 0.1 -0.2
H -1.795 -4.987 3.874 0.0 -0.3 -0.2
H 1.667 -2.048 -2.374 0.0 0.0 0.0
H -2.997 -4.727 -0.667 0.0 0.2 -0.3
H 1.052 -0.456 -2.853 0.0 0.0 0.0
H 2.310 1.350 -1.835 0.0 0.0 0.0
H 0.657 4.893 -5.772 0.0 0.0 0.0
H 0.602 3.778 -3.623 0.0 0.0 0.0
H -5.496 -6.735 0.863 -0.1 -0.3 0.1
H 3.879 0.967 4.785 0.0 0.0 0.0
H 0.498 0.849 0.588 0.0 0.0 0.0
H 1.986 4.315 -6.794 0.0 0.0 0.0
H 5.369 3.611 2.376 0.0 0.0 0.0
H 4.986 3.088 0.714 0.1 0.0 0.0
H -1.746 4.218 -7.207 0.0 0.0 0.0


Record 4
13
Properties=species:S:1:pos:R:3:forces:R:3 method="wB97M-V/def2-TZVPD" smiles="O=C1C[C@H]2N[C@@H]2C1=O" energy_ev=-10846.7906 gap_ev=9.17 spin_multiplicity=1 e_lumo_ev=-0.22 homo_energy_ev=-9.389 fmax_ev_per_a=2.021
O 0.861 -1.482 -1.888 -0.2 0.0 0.2
O -2.074 -1.147 -1.159 1.1 0.5 0.6
N 1.572 0.669 1.035 0.8 0.5 0.3
C 0.351 0.868 0.284 -1.0 0.3 -0.6
C 0.982 -0.478 0.433 -0.5 -1.7 -1.0
C -1.150 0.580 0.398 0.6 -0.8 0.5
C 0.427 -1.031 -0.876 0.6 0.4 -0.2
C -1.127 -0.647 -0.612 -1.4 -0.2 -0.4
H 2.352 1.028 0.484 -0.2 0.2 0.3
H -1.365 0.203 1.413 -0.3 0.2 -0.4
H 0.502 -1.160 1.131 -0.2 0.5 0.7
H 0.556 1.282 -0.700 0.1 0.1 -0.2
H -1.887 1.314 0.056 0.3 0.0 0.2